Entry 1:
Here is C58H44AsIN2O2PSSn as an isolated structure from the OMol25 dataset. Energies are from ωB97M-V/def2-TZVPD.

Each line ends with the Mulliken spin population.
Geometry (Å):
1 Sn -0.332 -0.993 -1.406  0.43
2 I -1.637 -3.062 -3.513  0.05
3 C -0.123 -4.428 -3.028  -0.01
4 C -0.333 -5.736 -3.354  0.00
5 C 0.698 -6.680 -3.159  0.00
6 C 1.912 -6.270 -2.694  0.00
7 C 2.142 -4.911 -2.361  0.00
8 C 3.425 -4.492 -1.922  0.00
9 C 3.648 -3.182 -1.622  0.01
10 C 2.580 -2.257 -1.683  -0.04
11 C 1.295 -2.597 -2.044  0.04
12 C 1.097 -3.952 -2.466  0.01
13 H -1.282 -6.051 -3.766  0.00
14 H 0.522 -7.721 -3.403  0.00
15 H 2.727 -6.977 -2.575  0.00
16 H 4.218 -5.230 -1.850  0.00
17 H 4.632 -2.848 -1.306  0.00
18 H 2.798 -1.230 -1.392  -0.01
19 O -0.702 -3.737 -0.059  0.21
20 C -1.082 -2.540 0.040  0.12
21 C -1.814 -2.199 1.295  -0.01
22 C -1.665 -3.068 2.393  0.13
23 C -2.282 -2.822 3.604  -0.07
24 C -3.125 -1.727 3.759  0.11
25 C -3.367 -0.909 2.659  -0.06
26 C -2.733 -1.129 1.444  0.05
27 P -3.044 -0.138 -0.050  0.01
28 C -4.159 1.165 0.599  0.00
29 C -3.521 2.242 1.222  0.01
30 C -4.255 3.305 1.722  0.00
31 C -5.640 3.317 1.600  0.00
32 C -6.281 2.252 0.984  0.00
33 C -5.546 1.181 0.490  0.00
34 C -4.197 -1.204 -0.992  -0.03
35 C -4.469 -2.531 -0.667  0.00
36 C -5.240 -3.319 -1.511  0.00
37 C -5.753 -2.796 -2.689  0.01
38 C -5.482 -1.475 -3.026  0.00
39 C -4.703 -0.689 -2.189  0.03
40 H -1.032 -3.934 2.251  0.01
41 H -2.106 -3.492 4.441  0.00
42 H -3.610 -1.528 4.708  0.01
43 H -4.068 -0.088 2.752  -0.01
44 H -2.438 2.233 1.289  0.00
45 H -3.739 4.139 2.185  0.00
46 H -6.214 4.156 1.975  0.00
47 H -7.361 2.252 0.884  0.00
48 H -6.057 0.355 0.011  0.00
49 H -4.056 -2.955 0.241  0.00
50 H -5.425 -4.355 -1.251  0.00
51 H -6.346 -3.417 -3.351  0.00
52 H -5.861 -1.059 -3.952  0.00
53 H -4.459 0.331 -2.470  0.00
54 O -0.504 2.232 -0.399  0.03
55 N -0.909 3.389 -0.827  0.00
56 C -0.587 4.470 -0.068  0.00
57 C -0.939 5.754 -0.394  0.00
58 C -1.672 5.955 -1.565  0.00
59 C -2.010 4.861 -2.321  0.00
60 C -1.659 3.532 -1.982  0.00
61 S -2.109 2.208 -2.955  0.01
62 H -0.024 4.200 0.814  0.00
63 H -0.644 6.566 0.257  0.00
64 H -1.973 6.949 -1.874  0.00
65 H -2.584 4.968 -3.231  0.00
66 N 1.409 0.937 -3.969  0.00
67 C 2.063 2.023 -3.410  0.00
68 C 3.396 1.924 -2.993  0.00
69 C 4.069 3.036 -2.514  0.00
70 C 3.431 4.264 -2.400  0.00
71 C 2.099 4.361 -2.796  0.00
72 C 1.428 3.267 -3.310  0.00
73 H 1.743 0.045 -3.632  0.00
74 H 0.399 0.986 -3.884  0.00
75 H 3.900 0.965 -3.052  0.00
76 H 5.109 2.936 -2.221  0.00
77 H 3.955 5.127 -2.006  0.00
78 H 1.566 5.300 -2.691  0.00
79 H 0.387 3.343 -3.601  0.00
80 C 6.883 0.035 1.045  0.00
81 C 6.263 1.234 0.715  0.00
82 C 4.879 1.308 0.666  0.00
83 C 4.090 0.198 0.960  0.01
84 C 4.719 -0.998 1.288  0.01
85 C 6.107 -1.079 1.327  0.00
86 As 2.126 0.407 0.764  -0.14
87 C 1.942 1.706 2.208  0.03
88 C 2.067 3.081 2.101  0.00
89 C 1.856 3.879 3.219  0.00
90 C 1.498 3.297 4.430  0.00
91 C 1.353 1.921 4.535  0.00
92 C 1.581 1.114 3.423  -0.02
93 C 1.449 -0.355 3.375  0.01
94 C 1.151 -1.181 4.456  0.02
95 C 1.063 -2.551 4.265  0.00
96 C 1.238 -3.101 3.000  0.01
97 C 1.518 -2.284 1.912  0.04
98 C 1.652 -0.918 2.112  0.05
99 H 7.964 -0.030 1.077  0.00
100 H 6.858 2.111 0.488  0.00
101 H 4.405 2.245 0.397  0.00
102 H 4.128 -1.877 1.513  0.00
103 H 6.579 -2.020 1.582  0.00
104 H 2.306 3.534 1.144  0.00
105 H 1.950 4.956 3.142  0.00
106 H 1.311 3.923 5.294  0.00
107 H 1.049 1.481 5.477  0.00
108 H 0.978 -0.760 5.439  0.01
109 H 0.824 -3.195 5.104  0.00
110 H 1.126 -4.167 2.849  -0.01
111 H 1.596 -2.711 0.918  -0.07

Forces on atoms 1 to 6 (eV/Å):
0.2 -0.2 0.1
-0.1 -0.2 -0.1
0.0 0.1 0.0
0.0 0.0 0.0
0.0 0.0 0.0
0.0 0.0 0.0

Total charge ... -2
M ... 1184.6 g mol⁻¹
Multiplicity ... 2
Orbital gap (spin up / spin down) ... 0.1299 / 0.1885 Ha
ΔE to the lowest compared entry with this formula, charge and spin ... 49.05 kJ/mol
E_HOMO (spin up / spin down) ... 0.48 / -1.17 eV

=====

Entry 2:
Here is C58H44IN4O5P2STa as an isolated structure from the OMol25 dataset. Energies are from ωB97M-V/def2-TZVPD.

Each line ends with the Mulliken charge.
Geometry (Å):
1 Ta 0.061 -0.209 -1.097  2.34
2 O -5.950 -3.527 -3.960  -0.70
3 C -5.070 -4.091 -3.320  0.43
4 O -4.902 -5.166 -2.739  -0.66
5 C -3.784 -3.117 -3.085  -0.08
6 C -3.916 -1.745 -3.258  -1.27
7 C -2.874 -0.924 -2.875  -0.31
8 N -1.787 -1.406 -2.267  1.03
9 C -1.662 -2.736 -2.111  0.76
10 C -2.607 -3.633 -2.554  -0.53
11 C -0.401 -3.126 -1.422  -0.79
12 O 0.140 -4.190 -1.553  -0.68
13 O 0.114 -2.113 -0.720  -0.78
14 H -4.826 -1.344 -3.686  0.54
15 H -2.892 0.148 -3.052  0.65
16 H -2.481 -4.702 -2.446  0.67
17 C 1.954 -0.354 5.834  -1.73
18 C 1.859 -1.179 4.536  1.29
19 C 2.368 -2.611 4.787  -1.65
20 C 0.414 -1.235 4.089  1.18
21 C -0.550 -1.734 4.958  -0.11
22 C -1.888 -1.797 4.617  -1.82
23 C -2.282 -1.393 3.359  0.25
24 C -1.335 -0.915 2.455  -0.92
25 P -1.927 -0.585 0.772  2.68
26 C -3.144 0.754 0.962  0.51
27 C -3.887 1.143 -0.153  -0.43
28 C -4.851 2.131 -0.042  -1.03
29 C -5.067 2.751 1.182  -0.86
30 C -4.299 2.400 2.282  -0.91
31 C -3.335 1.409 2.178  -0.97
32 C -2.889 -2.122 0.562  1.14
33 C -4.216 -2.137 0.139  -0.48
34 C -4.891 -3.345 0.038  -0.67
35 C -4.250 -4.537 0.338  -0.62
36 C -2.929 -4.524 0.771  -0.85
37 C -2.252 -3.324 0.892  -0.57
38 C 0.002 -0.820 2.826  -1.18
39 O 0.871 -0.300 1.871  0.08
40 C 2.193 -0.106 2.248  -1.01
41 C 3.001 0.552 1.323  -0.26
42 C 4.337 0.804 1.624  -0.14
43 C 4.871 0.363 2.818  -1.94
44 C 4.059 -0.297 3.720  -0.33
45 C 2.709 -0.520 3.471  1.09
46 P 2.351 1.142 -0.267  2.46
47 C 2.089 2.922 0.011  0.55
48 C 2.219 3.488 1.276  -0.91
49 C 1.977 4.842 1.457  -0.79
50 C 1.621 5.636 0.378  -0.97
51 C 1.508 5.078 -0.890  -0.88
52 C 1.733 3.725 -1.075  -0.45
53 C 3.869 1.033 -1.268  0.19
54 C 4.488 2.140 -1.837  -0.49
55 C 5.701 1.986 -2.494  -0.76
56 C 6.297 0.738 -2.581  -0.73
57 C 5.685 -0.367 -1.999  -0.97
58 C 4.472 -0.224 -1.353  -0.10
59 H 1.352 -0.805 6.621  0.41
60 H 1.601 0.665 5.672  0.36
61 H 2.982 -0.309 6.190  0.44
62 H 1.765 -3.104 5.547  0.41
63 H 3.401 -2.595 5.134  0.42
64 H 2.322 -3.203 3.872  0.37
65 H -0.244 -2.091 5.932  0.48
66 H -2.616 -2.177 5.320  0.45
67 H -3.320 -1.453 3.061  0.73
68 H -3.720 0.660 -1.108  0.44
69 H -5.438 2.415 -0.905  0.53
70 H -5.845 3.497 1.280  0.46
71 H -4.456 2.889 3.235  0.50
72 H -2.752 1.139 3.048  0.44
73 H -4.734 -1.217 -0.093  0.39
74 H -5.920 -3.356 -0.293  0.48
75 H -4.781 -5.471 0.228  0.41
76 H -2.424 -5.450 1.010  0.50
77 H -1.239 -3.320 1.276  0.42
78 H 4.957 1.346 0.925  0.71
79 H 5.913 0.538 3.045  0.44
80 H 4.487 -0.646 4.650  0.49
81 H 2.517 2.880 2.121  0.37
82 H 2.069 5.272 2.445  0.49
83 H 1.434 6.692 0.522  0.46
84 H 1.237 5.699 -1.735  0.49
85 H 1.642 3.283 -2.063  0.75
86 H 4.043 3.122 -1.750  0.50
87 H 6.186 2.847 -2.933  0.48
88 H 7.241 0.621 -3.095  0.48
89 H 6.160 -1.338 -2.037  0.49
90 H 4.000 -1.084 -0.891  0.49
91 S -1.257 2.563 -4.623  -0.26
92 C -0.647 1.127 -5.321  -0.76
93 C -0.187 0.246 -4.392  -1.22
94 C -0.297 0.731 -3.059  0.82
95 C -0.896 1.974 -3.045  0.99
96 C -1.204 2.653 -1.809  0.53
97 C -1.852 3.879 -1.720  -1.21
98 C -2.050 4.452 -0.479  -1.42
99 C -1.587 3.791 0.653  -0.85
100 C -0.989 2.562 0.495  0.07
101 N -0.811 1.987 -0.703  0.95
102 H -0.663 1.003 -6.393  0.57
103 H 0.209 -0.720 -4.667  0.55
104 H -2.188 4.367 -2.625  0.58
105 H -2.546 5.410 -0.393  0.56
106 H -1.700 4.219 1.638  0.56
107 H -0.626 2.005 1.351  0.03
108 I 4.864 -1.051 -5.655  0.17
109 C 3.436 -1.553 -4.237  -1.17
110 C 3.102 -2.816 -3.788  -0.20
111 N 2.138 -2.663 -2.870  -0.16
112 N 1.821 -1.369 -2.698  0.49
113 C 2.612 -0.684 -3.521  -0.54
114 H 3.474 -3.782 -4.083  0.56
115 H 1.657 -3.398 -2.360  -0.05
116 H 2.548 0.389 -3.596  0.66

Forces on atoms 1 to 6 (eV/Å):
-1.4 -0.6 -2.0
-0.2 -0.2 0.1
1.1 0.8 0.2
-0.3 -0.1 -0.1
-1.0 -0.6 -0.1
0.4 0.1 0.0

Total charge ... +2
M ... 1278.9 g mol⁻¹
Multiplicity ... 1
Orbital gap ... 0.1447 Ha
ΔE to the lowest compared entry with this formula, charge and spin ... 46.45 kJ/mol
E_HOMO ... -11.63 eV

=====

Question: What is the M in the second record?
Answer: 1278.9 g mol⁻¹

=====

Question: Look up the multiplicity of the second one.
Answer: 1

=====

Question: The lowest M belongs to which entry?
Answer: C58H44AsIN2O2PSSn

=====

Question: Look up the M of the first one.
Answer: 1184.6 g mol⁻¹